Entry 1:
66
Properties=species:S:1:pos:R:3:forces:R:3:lowdin_charge:R:1 method="wB97M-V/def2-TZVPD" homo_ha=-0.0477 total_charge=-2
Na -1.4910 1.1914 0.9313 0.290 0.312 -0.185 0.3514
Br -6.8032 -2.2302 4.1112 0.009 -0.013 0.004 0.6044
C -5.1566 -1.8325 3.2452 -0.060 0.026 0.028 -0.7948
C -4.2565 -2.8287 2.9611 0.049 -0.031 0.039 -0.7934
Br -4.6078 -4.6305 3.4536 -0.012 -0.004 -0.007 0.6098
C -3.0663 -2.4942 2.2876 0.022 -0.041 -0.021 -0.6261
Br -1.7443 -3.8265 1.9502 -0.023 0.008 -0.005 0.7333
C -2.7426 -1.2082 1.8281 -0.180 -0.144 0.054 -0.4296
O -1.6582 -0.9773 1.1810 -0.156 0.362 0.098 -0.2041
C -3.7029 -0.1154 2.1513 -0.181 -0.233 0.194 -0.4400
O -3.4747 1.1031 1.8326 0.084 -0.295 -0.055 -0.1733
C -4.8545 -0.5115 2.8589 0.022 0.048 -0.018 -0.6278
Br -6.0323 0.9028 3.3784 0.016 0.062 -0.042 0.6806
N 2.5997 3.1391 0.9881 -0.340 0.098 -0.170 0.0843
C 1.9154 2.3398 1.5135 0.429 -0.076 0.331 -0.0004
H 2.5512 3.8502 0.2760 0.091 0.070 0.041 0.0636
I 2.9542 0.0714 -5.3925 0.013 -0.007 -0.010 0.7886
C 1.9889 1.2425 -3.9466 -0.056 0.037 0.032 -0.7400
C 0.9060 0.7145 -3.2597 0.028 -0.024 -0.023 -0.1612
C 0.3037 1.4747 -2.2691 0.011 -0.032 0.022 -0.0190
C 0.7603 2.7532 -1.9700 -0.083 0.033 -0.062 -0.1186
C 1.8178 3.2741 -2.7038 -0.022 0.024 0.007 -0.0351
C 2.4491 2.5225 -3.6865 0.041 -0.014 -0.028 -0.1629
C 0.1593 3.5471 -0.8067 0.312 -0.277 -0.095 -0.6911
O 0.2047 4.7876 -0.8772 0.107 0.051 0.065 -0.0254
O -0.2302 2.8372 0.1494 -0.443 0.166 -0.064 -0.1263
H 0.5498 -0.2847 -3.4752 -0.007 0.002 -0.001 0.0885
H -0.5311 1.0677 -1.7152 0.021 0.005 0.025 0.1081
H 2.1432 4.2852 -2.4897 -0.007 0.004 -0.015 0.1093
H 3.2873 2.9267 -4.2389 0.010 -0.003 0.017 0.0821
C 1.3865 -1.0643 2.3852 -0.001 0.005 0.014 -0.2722
P 1.2892 -0.7408 0.5800 -0.048 -0.098 0.039 1.0286
C 3.0710 -0.6141 0.1317 0.046 -0.007 0.020 -0.3700
C 4.0467 -0.1728 1.0223 0.001 0.021 0.014 -0.1215
C 5.3681 -0.0188 0.6196 -0.012 0.020 -0.004 -0.1054
C 5.7385 -0.2997 -0.6862 0.008 0.001 0.000 -0.1159
C 4.7746 -0.7341 -1.5890 0.008 0.000 -0.013 -0.1003
C 3.4593 -0.8844 -1.1836 -0.004 0.019 -0.002 -0.0996
C 1.0238 -2.4554 -0.0283 0.006 0.030 -0.258 -0.3986
C 1.7756 -3.5494 0.3914 0.025 0.009 0.004 -0.1012
C 1.5555 -4.8084 -0.1444 0.003 -0.016 0.017 -0.1038
C 0.5829 -4.9893 -1.1203 -0.013 0.002 -0.003 -0.1134
C -0.1683 -3.9069 -1.5505 0.013 -0.006 -0.003 -0.0998
C 0.0515 -2.6496 -1.0036 -0.048 -0.002 0.045 -0.1219
H 1.3886 -0.1170 2.9238 0.010 0.006 -0.011 0.0179
H 2.2672 -1.6450 2.6678 -0.021 -0.030 0.000 0.0311
H 0.4795 -1.6150 2.6364 -0.028 0.042 0.014 0.0207
H 3.7712 0.0739 2.0400 0.001 -0.020 0.003 0.0848
H 6.1065 0.3318 1.3315 0.005 0.000 -0.002 0.0917
H 6.7675 -0.1759 -1.0027 0.003 -0.006 0.001 0.0877
H 5.0456 -0.9544 -2.6149 -0.002 0.020 -0.008 0.0801
H 2.7183 -1.2212 -1.9005 0.000 -0.011 0.007 0.0932
H 2.5471 -3.4155 1.1417 0.000 0.005 0.000 0.1020
H 2.1434 -5.6520 0.1989 -0.004 -0.003 0.004 0.0917
H 0.4042 -5.9751 -1.5329 0.002 -0.002 -0.005 0.0909
H -0.9416 -4.0421 -2.2965 -0.007 -0.004 0.003 0.0986
H -0.5644 -1.8096 -1.3011 -0.014 -0.001 0.015 0.0970
N -6.1901 3.0836 0.6010 0.022 -0.010 0.068 0.1089
N -4.8883 3.2768 0.1516 -0.025 0.088 -0.091 -0.3128
N -4.0995 4.1867 0.6629 0.014 -0.018 0.032 0.1233
C -3.0058 4.0080 -0.0738 0.006 0.040 -0.010 -0.2164
N -3.1663 3.0433 -0.9877 0.066 -0.033 -0.149 0.0280
N -4.3918 2.5897 -0.8278 0.014 -0.059 0.020 0.0504
H -6.1205 3.1679 1.6116 -0.014 -0.093 0.037 0.0339
H -6.3748 2.0993 0.4251 -0.004 -0.020 0.042 0.0712
H -2.0893 4.5590 0.0548 0.007 0.016 0.003 0.0864

=====

Entry 2:
66
Properties=species:S:1:pos:R:3:forces:R:3:lowdin_spin:R:1 method="wB97M-V/def2-TZVPD" spin_multiplicity=6 homo_ha="-0.1925 / -0.1925" total_charge=-1
Fe 0.5407 -1.2781 0.2518 -1.143 0.082 -0.663 2.9328
S -1.7532 -1.6496 0.3371 0.439 -0.200 0.142 0.2490
C -2.3321 -1.7678 -1.2723 -0.248 0.070 -0.261 0.0255
C -3.7119 -1.9232 -1.5070 0.158 0.022 0.102 0.0193
C -4.1757 -2.0540 -2.7930 0.078 -0.013 -0.145 0.0039
C -3.2713 -2.0383 -3.8668 -0.104 -0.009 0.075 0.0396
C -1.9201 -1.8970 -3.6446 0.077 0.029 0.026 -0.0079
C -1.4293 -1.7602 -2.3370 -0.251 0.042 -0.067 0.0453
S 0.2711 -1.6431 -2.0490 0.375 -0.017 0.394 0.0341
C 3.1236 -0.5766 -1.7859 -0.111 -0.005 0.075 0.4807
C 3.3745 -1.6093 -0.8824 -0.201 0.107 0.107 0.0403
C 4.5815 -2.3244 -0.9998 0.145 -0.045 -0.095 0.1244
C 4.9434 -3.2414 -0.0465 0.057 -0.008 -0.015 0.0086
C 4.1125 -3.4183 1.0467 0.019 -0.048 0.112 0.1399
C 2.9141 -2.7176 1.1219 -0.158 0.237 -0.115 0.0058
C 2.1202 -2.9179 2.3857 -0.041 0.137 -0.095 -0.0020
S 0.5590 -1.9783 2.5601 0.288 -0.104 -0.043 -0.0049
C -0.5391 -3.3625 2.7564 -0.014 0.031 0.105 0.0079
C -1.1520 -3.5608 3.9894 0.026 0.073 -0.071 0.0024
C -1.9680 -4.6662 4.1777 0.009 0.001 -0.031 0.0108
C -2.1613 -5.5548 3.1253 0.033 0.013 -0.071 0.0016
C -1.5612 -5.3417 1.8916 -0.009 0.001 0.021 0.0153
C -0.7328 -4.2357 1.6772 0.002 -0.100 0.105 0.0311
S 0.0250 -3.9217 0.1323 -0.359 -0.258 0.132 0.3882
N 2.5002 -1.8794 0.1616 0.663 -0.237 -0.033 0.1055
H -4.3925 -1.9310 -0.6626 0.041 -0.004 -0.051 -0.0014
H -5.2359 -2.1697 -2.9773 0.020 0.023 -0.007 -0.0005
H -3.6390 -2.1356 -4.8811 0.010 0.005 0.038 0.0023
H -1.2194 -1.8848 -4.4722 -0.055 -0.002 0.046 -0.0025
H 2.2893 0.0963 -1.6816 0.017 -0.034 0.019 0.0173
H 3.8308 -0.3813 -2.5814 -0.056 -0.045 0.084 0.0223
H 5.2219 -2.0972 -1.8430 -0.031 -0.048 0.069 0.0039
H 5.8757 -3.7869 -0.1221 -0.032 0.022 -0.019 -0.0029
H 4.3846 -4.0817 1.8583 -0.025 0.043 -0.047 0.0072
H 2.7551 -2.6336 3.2215 0.041 0.046 0.063 -0.0008
H 1.8491 -3.9654 2.4807 -0.006 -0.076 0.017 0.0011
H -0.9813 -2.8515 4.7928 -0.003 -0.061 -0.070 0.0002
H -2.4448 -4.8341 5.1360 0.023 0.015 -0.061 0.0006
H -2.7977 -6.4212 3.2649 0.023 0.034 -0.021 -0.0002
H -1.7381 -6.0220 1.0665 0.006 0.018 0.063 0.0017
Cl 3.3529 1.9967 0.1901 -0.058 -0.071 -0.050 0.0406
Ge 2.1363 0.7226 1.5697 0.326 0.536 0.262 0.0544
Cl 1.4784 2.3666 2.9407 -0.075 -0.120 0.051 0.0338
Cl 3.8427 -0.0065 2.8743 -0.031 -0.179 -0.052 0.0230
O -0.1126 8.6401 -3.3435 -0.040 -0.097 0.147 0.0000
S -1.3284 7.8701 -3.1426 -0.077 0.175 -0.377 0.0000
O -1.5083 6.7733 -4.0729 0.031 -0.032 0.136 0.0000
O -2.5217 8.6639 -2.9051 0.070 -0.086 0.112 0.0000
C -1.0418 7.0708 -1.5290 0.160 -0.424 0.625 0.0001
N -0.8695 7.8869 -0.4700 -0.095 -0.321 -0.387 -0.0003
C -0.6524 7.3079 0.7003 -0.001 0.149 -0.078 0.0000
C -0.6024 5.9327 0.8669 -0.001 -0.054 0.215 -0.0002
C -0.7869 5.1813 -0.2759 -0.029 -0.227 -0.198 -0.0001
N -0.9983 5.7298 -1.4697 -0.008 0.686 -0.093 -0.0001
C -0.7026 3.6933 -0.2514 -0.041 0.189 0.044 -0.0016
C -1.1234 2.9392 0.8352 -0.089 0.062 0.044 0.0030
C -0.9411 1.5730 0.8239 0.059 -0.259 -0.258 0.0105
N -0.3725 0.9073 -0.1986 0.223 0.712 0.195 0.0756
C -0.0123 1.6478 -1.2638 -0.149 -0.311 0.035 0.0051
C -0.1660 3.0159 -1.3352 0.020 0.008 -0.144 0.0038
H -0.4992 7.9747 1.5456 -0.014 -0.037 -0.033 0.0000
H -0.3934 5.4715 1.8254 -0.005 0.083 -0.062 0.0001
H -1.5815 3.4106 1.6954 0.053 -0.043 -0.013 0.0005
H -1.2410 0.9799 1.6802 0.028 -0.033 -0.010 0.0036
H 0.3959 1.0989 -2.1033 0.053 0.003 0.039 0.0022
H 0.1337 3.5690 -2.2167 -0.015 -0.044 0.035 0.0006

=====

Entry 3:
58
Properties=species:S:1:pos:R:3:forces:R:3:lowdin_charge:R:1 method="wB97M-V/def2-TZVPD" homo_ha=-0.5260 total_charge=+2
Ga -0.1046 -1.0708 -0.5881 -0.264 -0.220 -0.212 0.6092
N 1.7667 8.7440 -1.7540 -0.046 -0.251 0.029 0.1977
C 1.5721 7.6172 -1.6350 -0.010 0.025 -0.024 -0.1548
C 1.3296 6.2015 -1.4830 0.040 0.192 0.001 -0.1976
C 0.2862 5.7596 -0.6739 -0.062 -0.011 0.051 0.0085
C 0.0759 4.4025 -0.5062 -0.085 0.001 -0.001 -0.0131
C 0.8850 3.4768 -1.1672 -0.008 -0.062 0.110 -0.1882
C 1.9179 3.9279 -1.9858 0.145 -0.009 -0.058 -0.0114
C 2.1475 5.2839 -2.1358 0.067 0.002 -0.056 0.0110
C 0.6483 2.0238 -0.9915 -0.019 0.030 -0.033 -0.0019
C 0.4084 1.2667 -2.1501 -0.069 0.039 0.006 -0.2100
C 0.3322 1.7219 -3.4778 -0.021 0.041 -0.122 0.0385
C 0.0740 0.6287 -4.2940 0.010 -0.002 -0.066 -0.0146
C -0.0286 -0.4731 -3.4567 -0.024 0.015 -0.049 -0.0866
N 0.1616 -0.1149 -2.1683 0.220 -0.071 -0.064 -0.0150
C 0.6758 1.5155 0.3209 0.049 0.005 0.066 -0.2050
C 1.0298 2.2056 1.4912 0.068 0.038 0.096 0.0417
C 0.9539 1.3139 2.5564 -0.015 0.079 0.043 -0.0106
C 0.5572 0.0965 2.0266 -0.057 0.025 0.097 -0.1017
N 0.4027 0.1855 0.6875 -0.047 0.149 -0.117 0.0041
H -0.3528 6.4804 -0.1806 0.026 -0.033 -0.008 0.1339
H -0.7408 4.0570 0.1169 0.037 0.036 -0.020 0.1270
H 2.5696 3.2164 -2.4789 -0.026 0.038 0.013 0.1327
H 2.9609 5.6372 -2.7558 -0.015 -0.020 0.026 0.1352
H 0.4435 2.7472 -3.7967 -0.012 -0.086 0.039 0.1321
H -0.0284 0.6229 -5.3683 -0.008 0.001 0.089 0.1236
H -0.2328 -1.4998 -3.7258 0.014 0.013 -0.024 0.1262
H 1.3351 3.2414 1.5383 -0.033 -0.126 -0.014 0.1344
H 1.1653 1.5181 3.5945 -0.022 -0.022 -0.069 0.1225
H 0.3561 -0.8276 2.5509 0.016 0.026 -0.013 0.1243
F 2.5779 -7.2154 0.8542 0.046 -0.022 -0.018 0.1969
C 1.6005 -6.6416 1.5504 -0.027 0.058 -0.038 -0.6027
F 0.5309 -7.4344 1.5247 -0.009 -0.027 0.029 0.1806
F 1.9977 -6.4861 2.8102 0.009 -0.035 0.034 0.1826
C 1.2644 -5.2905 0.9336 0.009 -0.052 0.007 -0.0368
C 1.9104 -4.1462 1.3673 0.055 -0.016 -0.003 0.0723
C 1.5692 -2.9391 0.7971 -0.030 -0.038 -0.186 -0.0440
N 0.6296 -2.8493 -0.1668 -0.044 -0.128 0.122 0.0158
C 0.0408 -3.9795 -0.6203 0.189 0.182 -0.008 -0.0644
C 0.3328 -5.2124 -0.0934 0.027 -0.109 -0.024 0.0639
H 2.6645 -4.1878 2.1406 -0.006 0.016 0.016 0.1501
H 2.0558 -2.0213 1.0923 -0.038 0.083 0.061 0.1273
H -0.6498 -3.8777 -1.4454 -0.099 0.021 0.013 0.1285
H -0.1551 -6.1005 -0.4723 -0.009 0.029 -0.001 0.1500
N -2.1093 -1.5171 -0.6123 0.117 0.329 0.545 0.1215
C -2.5394 -1.0858 0.7382 -0.085 -0.039 -0.062 -0.3093
C -2.4693 -1.9920 1.7806 0.021 -0.073 -0.013 -0.0425
C -2.7772 -1.5595 3.0650 -0.012 0.012 0.029 -0.0466
C -3.1370 -0.2375 3.2880 -0.006 0.015 -0.013 -0.0427
C -3.2026 0.6560 2.2248 -0.022 -0.007 0.077 -0.0364
C -2.9023 0.2340 0.9384 0.002 0.005 -0.087 -0.0326
H -2.5828 -0.9539 -1.3145 -0.026 0.067 -0.110 0.1356
H -2.4088 -2.4754 -0.7643 0.062 -0.108 -0.042 0.1242
H -2.2104 -3.0313 1.5990 -0.001 0.030 0.016 0.1193
H -2.7495 -2.2620 3.8877 -0.004 0.013 -0.020 0.1226
H -3.3851 0.0937 4.2887 0.020 -0.017 -0.058 0.1232
H -3.5014 1.6822 2.3958 0.008 -0.035 -0.011 0.1235
H -2.9616 0.9242 0.1027 0.003 0.005 0.029 0.1282

=====

Per-record molar mass, g mol⁻¹: 1006.00 856.65 554.23
Per-record DFT total energy, eV: -348485.0611 -224131.1815 -97343.3333